# 1
Formula: C4H4BN3O4
Source: the OMol25 dataset
Level of theory: ωB97M-V/def2-TZVPD

Atoms and positions in Å:
B  1.676  0.150  0.428
C  0.068  0.474  -1.787
C  -2.150  0.079  -1.548
C  0.333  0.111  -0.509
C  -1.017  -0.294  0.322
N  -1.144  0.291  -2.324
N  -2.165  -0.244  -0.257
N  -1.124  -0.532  1.692
O  -0.152  -0.457  2.422
O  -2.231  -0.817  2.085
O  2.031  1.271  1.029
O  2.381  -0.975  0.457
H  0.822  0.766  -2.514
H  -3.122  -0.047  -2.075
H  2.670  1.181  1.634
H  3.123  -0.957  0.946

Calculated values
net charge: 0
total energy: -17544.3658 eV
⟨S²⟩: 2.024
spin multiplicity: 3
lowest unoccupied orbital energy (alpha / beta): 0.11 / -4.40 eV
HOMO-LUMO gap (alpha / beta): 7.33 / 5.64 eV

---

# 2
Formula: C4H4BrIN2
Source: the OMol25 dataset
Level of theory: ωB97M-V/def2-TZVPD

Atoms and positions in Å:
C  0.704  -1.072  -0.117
C  -0.301  -0.201  -0.085
C  2.225  0.758  -0.021
C  -1.771  -0.374  -0.004
N  1.311  1.601  -0.135
N  0.051  1.181  0.013
Br  0.925  -2.918  -0.014
I  4.249  0.638  -0.050
H  -2.177  -0.480  0.924
H  -2.453  0.320  -0.572
H  -2.141  -1.287  -0.365
H  -0.622  1.834  0.426

Calculated values
net charge: 0
total energy: -85331.0017 eV
energy relative to the best compared isomer or geometry (same formula, charge and spin): 382.49 kJ/mol
lowest unoccupied orbital energy: -0.34 eV
HOMO-LUMO gap: 7.88 eV